(1)
{"formula": "C2H8NO2", "method": "ωB97M-V/def2-TZVPD", "homo_lumo_gap_ha": 0.4120, "total_charge": 1, "symbols": ["C", "N", "H", "H", "H", "H", "H", "H", "O", "C", "O", "H", "H"], "xyz": [[0.33, -2.49, 2.05], [0.10, -0.98, 1.73], [1.34, -2.81, 2.08], [-0.23, -2.74, 2.96], [-0.35, -3.09, 1.20], [0.62, -0.48, 2.46], [-0.93, -0.71, 1.81], [0.52, -0.64, 0.86], [-0.48, 0.68, -0.51], [-0.15, 1.00, -1.63], [0.05, 2.29, -2.10], [0.13, 0.09, -2.32], [0.59, 2.40, -2.80]]}

(2)
{"formula": "C2H8NO2P", "method": "ωB97M-V/def2-TZVPD", "homo_lumo_gap_ha": 0.3825, "symbols": ["C", "C", "N", "O", "O", "P", "H", "H", "H", "H", "H", "H", "H", "H"], "xyz": [[1.59, -0.08, -0.53], [-0.69, 0.28, 1.36], [-0.93, 0.42, -1.44], [0.36, 2.30, -0.16], [-1.46, -0.90, -1.40], [0.04, 0.85, -0.13], [2.10, -0.32, 0.31], [1.44, -0.92, -1.23], [2.30, 0.69, -1.04], [-1.58, 0.97, 1.55], [-1.03, -0.67, 1.42], [0.11, 0.44, 2.22], [-1.91, 1.27, -1.11], [-0.87, -1.29, -0.78]]}

(3)
{"formula": "C2H8NO2P", "method": "ωB97M-V/def2-TZVPD", "homo_lumo_gap_ha": 0.3634, "smiles": "COPOCN", "symbols": ["C", "O", "P", "O", "C", "N", "H", "H", "H", "H", "H", "H", "H", "H"], "xyz": [[2.26, 1.18, 0.39], [1.97, 0.14, -0.57], [1.21, -1.22, -0.12], [-0.34, -0.70, -0.38], [-1.54, -1.29, 0.18], [-2.65, -0.27, 0.35], [3.27, 1.51, 0.25], [1.96, 0.74, 1.32], [1.56, 1.99, 0.06], [1.62, -1.80, -1.42], [-1.97, -2.20, -0.27], [-1.17, -1.63, 1.17], [-2.31, 0.57, 0.70], [-3.10, -0.17, -0.61]]}

(4)
{"formula": "C2H8NO2P", "method": "ωB97M-V/def2-TZVPD", "homo_lumo_gap_ha": 0.3893, "smiles": "CO[PH](=N)OC", "symbols": ["C", "O", "P", "N", "O", "C", "H", "H", "H", "H", "H", "H", "H", "H"], "xyz": [[0.28, -1.41, 1.50], [0.72, -0.84, 0.21], [0.84, 0.75, -0.02], [0.39, 1.40, 1.33], [0.04, 1.01, -1.45], [-1.10, 0.26, -1.82], [0.01, -2.44, 1.36], [-0.56, -0.81, 1.83], [1.12, -1.29, 2.23], [2.18, 0.76, -0.69], [0.25, 2.47, 1.42], [-1.81, -0.02, -0.89], [-0.70, -0.67, -2.43], [-1.66, 0.83, -2.59]]}

(5)
{"formula": "C2H8NO2PS", "method": "ωB97M-V/def2-TZVPD", "homo_lumo_gap_ha": [0.2652, 0.2652], "symbols": ["C", "C", "N", "O", "O", "P", "S", "H", "H", "H", "H", "H", "H", "H", "H"], "xyz": [[-2.02, -0.44, 0.13], [1.54, -1.57, 0.39], [0.66, 2.39, 0.09], [-1.03, 0.47, 0.52], [1.95, -0.52, -0.26], [-0.09, 1.09, -0.64], [-0.89, 1.30, -2.37], [-1.96, -0.61, -0.94], [-2.88, -0.15, 0.57], [-1.89, -1.47, 0.53], [2.29, -1.90, 1.24], [1.38, -2.45, -0.23], [0.63, -1.26, 0.93], [0.89, 3.03, -0.61], [1.43, 2.09, 0.64]]}

(6)
{"formula": "C2H8NOPS", "method": "ωB97M-V/def2-TZVPD", "homo_lumo_gap_ha": [0.2922, 0.2922], "symbols": ["C", "C", "N", "O", "P", "S", "H", "H", "H", "H", "H", "H", "H", "H"], "xyz": [[1.46, 0.83, -0.84], [0.17, 0.18, -1.19], [-1.45, -1.44, 1.91], [-2.36, 0.84, 1.01], [-0.84, 0.07, 1.22], [0.21, 1.18, 2.43], [1.68, 1.03, 0.31], [2.35, 0.49, -1.24], [1.27, 1.84, -1.23], [0.13, -0.92, -1.18], [-0.48, 0.76, -1.90], [-2.55, -1.38, 1.78], [-0.96, -2.26, 1.56], [-2.08, 1.73, 1.35]]}

(7)
{"formula": "C2H8NOS", "method": "ωB97M-V/def2-TZVPD", "homo_lumo_gap_ha": 0.2216, "total_charge": -1, "symbols": ["C", "C", "S", "N", "H", "H", "H", "H", "H", "H", "H", "H", "O"], "xyz": [[-1.22, -0.31, 1.02], [-0.97, -0.84, -0.44], [0.51, -1.78, -0.70], [-0.95, -1.49, 2.06], [-2.25, 0.17, 1.09], [-0.53, 0.49, 1.46], [-0.79, 0.23, -0.88], [-1.97, -1.23, -0.84], [-0.03, -1.91, 1.70], [-1.50, -2.35, 1.92], [3.37, 2.70, -1.48], [3.13, 2.89, -2.84], [3.20, 3.41, -2.08]]}

(8)
{"formula": "C2H8NS", "method": "ωB97M-V/def2-TZVPD", "homo_lumo_gap_ha": 0.2515, "total_charge": -1, "symbols": ["N", "H", "H", "H", "C", "C", "S", "H", "H", "H", "H", "H"], "xyz": [[-1.81, 0.98, -2.64], [-2.68, 1.39, -2.31], [-2.04, -0.02, -2.68], [-1.20, 0.92, -1.81], [1.63, -0.70, 0.86], [0.36, -0.23, 1.60], [-0.55, 1.02, 0.68], [2.28, 0.17, 0.70], [1.32, -1.07, -0.12], [2.32, -1.37, 1.39], [0.65, 0.05, 2.61], [-0.27, -1.12, 1.72]]}

(9)
{"formula": "C2H8NS", "method": "ωB97M-V/def2-TZVPD", "homo_lumo_gap_ha": 0.2531, "total_charge": -1, "symbols": ["S", "H", "C", "N", "C", "H", "H", "H", "H", "H", "H", "H"], "xyz": [[2.36, -0.41, 1.76], [2.93, -1.59, 2.03], [-0.12, 1.00, -1.20], [-0.11, -0.34, -0.62], [-1.14, -0.50, 0.38], [0.73, 1.15, -1.86], [-1.04, 1.13, -1.79], [-0.14, 1.78, -0.41], [0.82, -0.47, -0.23], [-0.73, -0.80, 1.35], [-1.79, -1.34, 0.12], [-1.76, 0.38, 0.47]]}

(10)
{"formula": "C2H8NS", "method": "ωB97M-V/def2-TZVPD", "homo_lumo_gap_ha": [0.2268, 0.3858], "multiplicity": 2, "symbols": ["S", "H", "H", "C", "C", "N", "H", "H", "H", "H", "H", "H"], "xyz": [[-0.54, 1.24, -1.73], [0.32, 2.25, -1.50], [-1.53, 1.87, -1.08], [1.26, -1.56, 0.56], [-0.47, -0.63, 2.08], [0.29, -0.56, 0.97], [2.26, -1.16, 0.76], [1.22, -1.72, -0.52], [1.07, -2.45, 1.16], [-0.55, -1.52, 2.70], [-1.00, 0.26, 2.39], [0.25, 0.32, 0.48]]}

(11)
{"formula": "C2H8NS2", "method": "ωB97M-V/def2-TZVPD", "homo_lumo_gap_ha": 0.2981, "smiles": "[NH3+]CCSS", "total_charge": 1, "symbols": ["N", "C", "C", "S", "S", "H", "H", "H", "H", "H", "H", "H", "H"], "xyz": [[-1.51, 0.95, -0.92], [-0.33, -0.07, -0.90], [0.19, -0.15, 0.51], [1.31, -1.60, 0.56], [2.30, -1.17, 2.33], [-1.72, 1.26, 0.02], [-2.30, 0.71, -1.53], [-1.24, 1.80, -1.44], [0.40, 0.29, -1.62], [-0.86, -1.00, -1.10], [0.85, 0.66, 0.82], [-0.68, -0.29, 1.16], [3.61, -1.38, 2.10]]}

(12)
{"formula": "C2H8O", "method": "ωB97M-V/def2-TZVPD", "homo_lumo_gap_ha": 0.4411, "smiles": "CC.O", "symbols": ["C", "C", "H", "H", "H", "H", "H", "H", "O", "H", "H"], "xyz": [[2.43, -0.12, 1.56], [2.05, 0.20, 2.91], [2.72, 0.87, 0.94], [1.76, -0.63, 1.05], [3.27, -0.88, 1.42], [3.02, -0.10, 3.65], [1.90, 1.29, 3.03], [1.23, -0.28, 3.36], [-4.15, 0.02, -4.02], [-3.27, 0.00, -4.47], [-4.27, -0.91, -3.65]]}

(13)
{"formula": "C2H8O", "method": "ωB97M-V/def2-TZVPD", "homo_lumo_gap_ha": 0.4548, "smiles": "CC.O", "symbols": ["C", "C", "H", "H", "H", "H", "H", "H", "O", "H", "H"], "xyz": [[-1.78, 0.05, 0.11], [-1.37, -0.10, -1.38], [-1.95, -0.89, 0.64], [-2.67, 0.68, 0.09], [-1.10, 0.69, 0.69], [-2.05, 0.53, -1.97], [-0.32, 0.04, -1.58], [-1.71, -1.06, -1.76], [4.59, -0.11, 1.53], [3.68, -0.29, 1.33], [4.69, 0.46, 2.29]]}

(14)
{"formula": "C2H8O", "method": "ωB97M-V/def2-TZVPD", "homo_lumo_gap_ha": 0.4190, "smiles": "CO.C", "symbols": ["C", "O", "H", "H", "H", "H", "C", "H", "H", "H", "H"], "xyz": [[0.30, 1.02, -2.22], [0.53, -0.43, -2.26], [-0.78, 1.20, -2.12], [0.67, 1.31, -3.20], [0.87, 1.54, -1.45], [0.37, -0.66, -3.18], [-0.72, -0.56, 4.17], [-0.21, 0.29, 3.70], [-0.55, -0.72, 5.22], [-1.74, -0.49, 3.81], [-0.34, -1.47, 3.71]]}

(15)
{"formula": "C2H8O", "method": "ωB97M-V/def2-TZVPD", "homo_lumo_gap_ha": 0.4155, "smiles": "CO.C", "symbols": ["C", "O", "H", "H", "H", "H", "C", "H", "H", "H", "H"], "xyz": [[-1.80, -0.21, -0.38], [-1.95, 1.18, -0.67], [-1.64, -0.71, -1.34], [-2.66, -0.58, 0.16], [-0.86, -0.38, 0.15], [-2.69, 1.54, -0.18], [2.32, -0.17, 0.45], [2.79, -0.61, 1.33], [2.78, 0.79, 0.22], [2.42, -0.84, -0.39], [1.28, -0.01, 0.66]]}

(16)
{"formula": "C2H8O2", "method": "ωB97M-V/def2-TZVPD", "homo_lumo_gap_ha": 0.4137, "smiles": "CO.CO", "symbols": ["C", "O", "H", "H", "H", "H", "C", "O", "H", "H", "H", "H"], "xyz": [[5.18, -0.46, -0.92], [5.70, 0.58, -1.65], [4.09, -0.65, -0.98], [5.43, -0.22, 0.12], [5.72, -1.38, -1.21], [5.64, 0.29, -2.58], [4.41, -0.33, 3.94], [3.99, 0.93, 4.48], [3.89, -0.41, 2.97], [4.16, -1.21, 4.54], [5.50, -0.31, 3.76], [3.07, 1.15, 4.24]]}

(17)
{"formula": "C2H8O2", "method": "ωB97M-V/def2-TZVPD", "homo_lumo_gap_ha": 0.3997, "smiles": "CO.CO", "symbols": ["C", "O", "H", "H", "H", "H", "C", "O", "H", "H", "H", "H"], "xyz": [[-1.02, -1.61, -1.33], [-1.35, -0.23, -1.22], [-1.28, -1.99, -2.32], [0.04, -1.70, -1.12], [-1.50, -2.20, -0.54], [-2.27, -0.12, -0.99], [1.47, 1.51, 1.45], [0.60, 0.44, 1.09], [1.00, 2.13, 2.20], [2.32, 1.07, 1.97], [1.80, 2.07, 0.57], [0.18, 0.62, 0.24]]}

(18)
{"formula": "C2H8O2", "method": "ωB97M-V/def2-TZVPD", "homo_lumo_gap_ha": 0.4071, "smiles": "CO.CO", "symbols": ["C", "O", "H", "H", "H", "H", "C", "O", "H", "H", "H", "H"], "xyz": [[1.65, -1.41, -0.73], [0.60, -0.51, -1.18], [1.36, -2.45, -0.72], [2.05, -1.18, 0.26], [2.39, -1.20, -1.51], [-0.17, -1.02, -0.89], [-1.07, 1.29, 1.08], [-2.34, 1.50, 0.45], [-0.26, 1.53, 0.37], [-0.95, 2.05, 1.85], [-1.00, 0.26, 1.44], [-2.27, 1.14, -0.43]]}

(19)
{"formula": "C2H8O2", "method": "ωB97M-V/def2-TZVPD", "homo_lumo_gap_ha": 0.3981, "smiles": "CO.CO", "symbols": ["C", "O", "H", "H", "H", "H", "C", "O", "H", "H", "H", "H"], "xyz": [[18.70, -21.62, -24.55], [19.87, -22.28, -24.90], [18.91, -20.70, -24.01], [18.12, -21.39, -25.45], [18.12, -22.30, -23.93], [19.51, -23.13, -25.15], [16.10, -22.44, -25.24], [15.98, -21.58, -24.15], [17.15, -22.65, -25.44], [15.52, -23.32, -24.96], [15.66, -21.82, -26.02], [15.06, -21.68, -23.88]]}

Values for energy above the lowest of the compared OMol25 structures with the same formula, charge and spin, kcal/mol, ordered as above
38.5; 95.0; 60.0; 53.1; 118.4; 83.9; 33.7; 4.0; 9.9; 20.6; 15.2; 28.1; 7.3; 18.2; 12.5; 23.0; 15.5; 23.0; 39.1
Values for F_max, eV Å⁻¹, ordered as above
6.8; 5.9; 5.1; 2.8; 5.0; 4.1; 3.8; 1.2; 1.1; 1.4; 2.2; 5.9; 2.1; 1.8; 1.0; 2.4; 0.7; 2.1; 2.1